1.
Formula: C13H25CoIN2O4S
Source: the OMol25 dataset
Level of theory: wB97M-V/def2-TZVPD

## Properties
**Net charge**: +3
**Spin multiplicity**: 5
**Highest occupied orbital energy (spin up / spin down)**: -18.47 / -18.42 eV
**Energy above the lowest of the compared OMol25 structures with the same formula, charge and spin**: 0.0 kJ/mol

Positions of all 47 atoms, in Å:
H (1.015, -3.049, 4.445)
H (-3.066, -2.309, -0.008)
H (-3.454, 2.711, -0.254)
C (-3.357, 0.542, -0.159)
H (2.487, -2.366, 0.458)
H (0.140, -0.473, -3.556)
H (0.861, -3.469, 2.002)
H (2.577, 1.445, -2.165)
C (1.834, -3.208, 2.422)
H (-0.949, 2.526, -2.767)
O (-1.589, 2.005, -0.887)
H (-0.161, -2.223, -3.516)
C (1.673, -2.509, 3.766)
O (0.494, -0.595, 0.936)
C (2.539, -2.192, 1.532)
H (-2.640, 1.970, -2.701)
H (1.310, -0.369, 4.219)
H (4.072, 3.429, -1.842)
O (-2.263, -0.383, -0.053)
C (2.657, 3.880, -0.124)
H (3.587, -2.066, 1.813)
C (-2.746, 1.918, -0.012)
I (3.338, 5.566, 0.698)
C (1.088, -1.128, 3.472)
Co (-0.323, 0.442, -0.491)
C (1.532, 3.074, 0.242)
H (-1.533, -1.079, -3.460)
N (2.448, 2.151, -1.452)
C (-1.874, 2.557, -2.194)
H (-2.204, 3.589, -2.080)
H (2.642, -2.409, 4.258)
C (3.209, 3.202, -1.233)
H (2.422, -4.121, 2.497)
H (-4.095, 0.349, 0.622)
C (-0.501, -1.254, -3.154)
H (0.837, 3.246, 1.049)
C (-1.152, -2.232, -1.025)
H (0.011, -1.162, 3.298)
H (-3.839, 0.424, -1.133)
C (-2.509, -1.659, -0.684)
H (-0.588, -2.469, -0.127)
H (-2.374, 2.083, 0.999)
H (-1.233, -3.120, -1.651)
S (1.748, -0.598, 1.856)
H (-3.105, -1.494, -1.586)
O (-0.374, -1.219, -1.714)
N (1.411, 2.047, -0.558)

=====

2.
Formula: C13H25CrN4O2P2
Source: the OMol25 dataset
Level of theory: wB97M-V/def2-TZVPD

## Properties
**Spin multiplicity**: 4
**Highest occupied orbital energy (spin up / spin down)**: -7.41 / -7.62 eV
**Energy above the lowest of the compared OMol25 structures with the same formula, charge and spin**: 0.0 kJ/mol

Positions of all 47 atoms, in Å:
O (-0.764, 2.677, -1.490)
N (-0.097, -0.938, -1.206)
H (-2.937, -2.087, -0.696)
N (0.267, 1.050, 7.182)
C (-0.192, 0.088, 3.896)
H (2.916, 2.016, 0.301)
H (-0.254, -1.794, -4.987)
C (-1.293, -1.155, -1.805)
H (2.449, -2.614, 0.905)
H (3.030, 1.355, 1.949)
C (0.998, -1.268, -3.307)
C (-2.939, 1.470, 0.248)
H (-2.395, -1.597, -3.619)
N (-0.033, -0.049, 2.726)
H (-4.386, -0.837, 1.535)
H (0.139, 0.999, 0.746)
P (-2.266, -0.166, 0.594)
H (2.265, 0.716, -1.547)
O (2.037, 2.562, -2.295)
C (3.194, 1.137, 0.891)
C (2.254, -0.380, -1.339)
H (-3.045, -1.938, 2.002)
H (4.056, -1.778, 0.801)
C (1.037, -0.962, -1.954)
C (-1.408, -1.467, -3.170)
H (-0.523, 3.594, -1.366)
H (-2.927, 2.052, 1.176)
C (-3.336, -0.895, 1.841)
P (2.158, -0.284, 0.493)
H (2.298, 2.262, -3.183)
H (-2.320, 1.982, -0.502)
C (-2.570, -1.077, -0.968)
N (-0.573, 0.009, 5.087)
Cr (-0.042, -0.554, 0.917)
H (1.958, -1.264, -3.831)
H (-3.194, -0.344, 2.779)
C (3.021, -1.713, 1.162)
H (-0.300, 2.358, -0.730)
H (4.254, 0.911, 0.730)
H (-0.165, -2.015, 1.210)
H (2.994, -1.562, 2.250)
C (-0.079, 0.588, 6.169)
C (-0.227, -1.526, -3.934)
H (-3.966, 1.387, -0.124)
H (3.182, -0.777, -1.739)
H (1.103, 2.382, -2.283)
H (-3.378, -0.556, -1.514)

=====

3.
Formula: C13H25F14O5PS2
Source: the OMol25 dataset
Level of theory: wB97M-V/def2-TZVPD

## Properties
**Structure (SMILES)**: C[C@H](O)C[PH2](CCC(F)(F)C(F)(F)S(F)(F)(F)(F)F)S(=O)(=O)C(F)(F)C(F)(F)F.CCO.CCO
**Highest occupied orbital energy**: -10.12 eV

Positions of all 60 atoms, in Å:
H (1.524, 0.661, -1.506)
F (-3.684, 1.474, 2.005)
F (5.493, -0.692, 0.231)
H (-2.134, -2.317, -1.748)
C (-7.046, 0.901, 3.875)
H (0.803, 3.083, 0.301)
O (-2.814, -0.397, -3.552)
C (6.949, -5.162, -3.028)
C (2.264, 0.890, 0.752)
F (4.069, 0.417, -1.393)
O (-4.903, 0.139, 4.653)
H (-5.587, 2.045, 4.990)
C (-2.364, -0.030, -2.169)
C (-5.977, 1.023, 4.940)
F (4.142, -2.674, 0.136)
H (-3.155, -1.349, -3.439)
H (-2.005, 1.953, -3.232)
C (-1.443, 1.352, -2.366)
S (4.017, -1.099, -0.614)
H (-4.545, 0.386, 3.783)
O (-0.800, 5.085, 0.786)
H (6.441, -4.823, -2.119)
H (-6.382, 0.760, 5.922)
C (-1.656, 2.997, 2.561)
O (-3.196, 4.405, 0.755)
H (-0.371, 1.130, -2.784)
H (7.989, -4.825, -2.996)
F (1.471, 1.000, 2.038)
C (6.248, -4.634, -4.262)
F (-0.279, 3.067, 3.178)
H (-2.035, 3.508, -1.628)
C (3.085, -0.506, 0.873)
H (6.250, -3.540, -4.277)
F (4.001, -0.446, 2.073)
H (0.254, 0.207, -0.077)
H (-6.639, 1.141, 2.888)
C (-1.503, -1.313, -1.622)
F (-2.514, 3.844, 3.472)
C (1.112, 0.938, -0.433)
F (2.630, -1.644, -1.457)
S (-1.736, 3.816, 0.877)
H (6.931, -6.257, -3.013)
O (4.902, -5.088, -4.287)
F (-1.423, 0.413, 2.127)
H (0.907, 2.986, -1.591)
H (6.746, -4.993, -5.168)
H (-3.364, 0.180, -1.572)
C (0.446, 2.461, -0.623)
H (-0.445, -1.435, -2.111)
H (4.467, -4.757, -3.483)
H (-7.422, -0.127, 3.823)
H (-7.884, 1.572, 4.084)
C (-2.314, 1.487, 2.624)
H (-1.401, -1.168, -0.444)
F (-2.542, 1.210, 4.091)
F (4.974, -1.727, -1.890)
F (2.079, -1.576, 1.221)
F (3.129, 2.129, 0.777)
P (-1.455, 2.454, -0.784)
H (-2.304, 1.466, -0.167)

=====

4.
Formula: C13H25InNO5
Source: the OMol25 dataset
Level of theory: wB97M-V/def2-TZVPD

## Properties
**Net charge**: +1
**Highest occupied orbital energy**: -11.10 eV
**Energy above the lowest of the compared OMol25 structures with the same formula, charge and spin**: 500.4 kJ/mol

Positions of all 45 atoms, in Å:
C (4.134, 4.497, -2.981)
O (3.999, -2.919, 2.744)
In (3.913, 1.379, 2.549)
O (-0.267, -0.167, 1.367)
C (-1.663, -2.192, -0.140)
H (-0.356, -1.404, -2.327)
H (3.284, 5.097, -2.658)
H (0.676, -1.058, -0.901)
H (-2.703, -2.247, 0.183)
O (4.759, -2.501, 0.745)
H (4.335, -4.961, 0.484)
H (-2.884, -1.194, -2.346)
H (-4.671, 0.363, -1.576)
H (-0.065, 0.216, -1.945)
H (-1.311, 2.827, 0.962)
C (4.542, -3.330, 1.661)
H (4.049, 4.083, -3.986)
C (-3.539, 1.307, -0.113)
N (-1.283, 0.199, 0.466)
O (3.380, 2.686, -1.497)
C (4.315, 3.417, -1.845)
H (-4.201, -0.754, -0.243)
C (4.807, -4.750, 1.444)
H (-2.450, 0.448, -2.275)
C (-2.506, 0.900, 0.987)
C (-2.615, -0.416, -1.631)
H (-1.096, -2.529, 0.727)
H (-1.612, -2.917, -0.952)
O (5.309, 3.490, -1.133)
H (-0.654, -0.962, 1.739)
H (-3.702, 0.604, 2.860)
H (5.887, -4.894, 1.409)
H (-2.746, 2.778, 1.985)
H (-3.126, 2.095, -0.743)
H (-4.100, -0.566, 1.722)
H (4.882, 5.289, -2.995)
C (-1.950, 2.171, 1.552)
C (-3.864, 0.027, -0.924)
C (-3.232, -0.036, 2.114)
C (-1.461, -0.791, -0.642)
C (-0.205, -0.753, -1.466)
H (-4.438, 1.753, 0.313)
H (-2.589, -0.688, 2.704)
H (4.432, -5.497, 2.144)
H (-1.413, 1.900, 2.461)

=====

5.
Formula: C13H25N4O7
Source: the OMol25 dataset
Level of theory: wB97M-V/def2-TZVPD

## Properties
**Net charge**: -1
**Highest occupied orbital energy**: -5.14 eV
**Energy above the lowest of the compared OMol25 structures with the same formula, charge and spin**: 79.1 kJ/mol

Positions of all 49 atoms, in Å:
N (-4.981, 1.800, -1.038)
H (4.968, -3.485, 1.366)
H (-6.216, 0.284, -1.783)
H (4.339, -0.191, -2.140)
H (-1.714, 2.138, -1.504)
H (-4.046, 6.414, 0.756)
H (-1.839, 4.295, -1.012)
H (3.138, -5.386, 2.704)
C (4.626, -1.637, -0.567)
H (3.853, -2.830, -1.767)
C (4.955, -0.324, -1.245)
O (-2.035, -0.822, 0.782)
H (-1.683, 2.144, 1.097)
C (-6.236, 1.366, -1.644)
H (5.214, -1.751, 0.349)
H (2.739, -3.821, -0.090)
H (2.756, -0.845, -0.187)
H (4.584, -3.459, 3.088)
H (-7.070, 1.639, -0.998)
C (2.494, -2.852, 0.358)
H (-3.284, 6.372, -0.852)
N (-2.595, 3.776, -0.602)
C (4.192, -3.712, 2.098)
H (6.009, -0.309, -1.536)
C (-3.498, 4.470, 0.087)
C (-3.261, 5.960, 0.154)
H (-6.356, 1.844, -2.617)
C (-2.576, 2.323, -0.861)
H (2.121, -3.311, 2.452)
H (4.767, 0.510, -0.564)
O (-4.463, 3.986, 0.664)
N (3.199, -1.751, -0.371)
C (-1.607, 0.210, 0.217)
C (2.924, -2.885, 1.843)
H (3.079, -1.858, 2.187)
N (3.887, -5.147, 2.054)
C (-2.324, 1.543, 0.449)
H (-0.627, -1.807, 0.852)
H (4.719, -5.708, 2.230)
O (0.500, -2.904, -0.917)
H (-4.999, 2.186, -0.101)
O (-3.689, 1.502, -2.838)
O (4.767, -2.695, -1.456)
O (-0.555, 0.239, -0.453)
C (0.956, -2.661, 0.190)
O (0.217, -2.184, 1.227)
C (-3.794, 1.809, -1.655)
H (-2.293, 6.146, 0.614)
H (-3.263, 1.380, 0.980)

=====

6.
Formula: C13H25O10
Source: the OMol25 dataset
Level of theory: wB97M-V/def2-TZVPD

## Properties
**Net charge**: -1
**Highest occupied orbital energy**: -4.59 eV

Positions of all 48 atoms, in Å:
C (1.888, 0.877, -0.259)
C (-2.506, -1.306, 0.976)
H (4.947, -2.189, 0.246)
O (-3.748, -1.014, 1.435)
H (-3.219, -0.609, -1.094)
H (4.086, 1.808, 4.157)
H (0.009, -0.887, -6.052)
H (-4.713, 1.581, -0.410)
H (-6.947, 1.635, 0.742)
H (0.172, 0.414, -4.879)
H (-7.510, 0.311, -0.307)
H (6.024, -0.227, 3.352)
O (-5.270, 0.119, -1.739)
H (-1.214, 0.406, -5.996)
O (1.713, 0.867, -1.596)
C (4.723, -0.152, 4.800)
H (-2.003, -2.068, -1.171)
H (0.807, -0.109, 1.622)
C (4.129, -0.101, -0.308)
O (-1.672, 1.774, 0.557)
H (4.443, 1.690, 5.897)
H (5.396, -0.607, 5.533)
O (4.533, -0.267, -1.574)
O (5.121, -0.559, 3.499)
C (4.601, -1.217, 0.811)
C (-5.398, 0.728, -0.463)
C (-2.215, -1.035, -0.614)
H (5.758, 1.742, 4.700)
C (-1.357, -1.031, -4.387)
C (-0.824, 0.826, 0.151)
H (-2.069, -1.683, -4.901)
H (-7.141, 1.881, -1.010)
C (-6.830, 1.167, -0.240)
O (3.311, 1.027, 0.190)
O (-0.488, -1.845, -3.615)
H (-5.529, 0.778, -2.406)
C (4.752, 1.359, 4.901)
C (-0.557, -0.224, -5.389)
H (3.711, -0.528, 4.981)
H (0.135, -1.256, -3.155)
H (3.648, -1.488, 1.448)
O (-1.510, -1.794, 1.956)
H (-1.916, -0.375, -3.712)
C (0.687, 0.793, 0.861)
H (0.776, 1.790, 1.512)
H (-5.098, -0.001, 0.296)
H (5.423, -0.824, 1.556)
O (-1.057, -0.174, -0.901)

=====

7.
Formula: C13H26BrFN2O3S3
Source: the OMol25 dataset
Level of theory: wB97M-V/def2-TZVPD

## Properties
**Highest occupied orbital energy**: -8.36 eV

Positions of all 49 atoms, in Å:
S (1.336, 4.761, -5.123)
H (3.393, 3.946, -4.189)
C (2.293, -2.150, 4.321)
H (-3.215, -5.518, 6.225)
H (-1.867, 1.618, -3.846)
S (-3.210, -3.162, 6.670)
O (-0.350, -1.922, 4.136)
F (-2.859, -0.908, -3.383)
C (-1.422, -3.332, 6.565)
C (1.360, 1.086, -1.158)
N (1.641, -2.112, -2.702)
H (-0.979, -0.356, -1.892)
C (1.130, 0.344, -3.510)
H (0.509, 2.309, -2.662)
H (-2.562, 2.253, -2.340)
H (3.212, -1.591, 4.143)
Br (0.204, 0.391, -5.229)
C (-3.294, 0.279, -2.764)
C (1.310, -1.090, -3.029)
C (-0.962, 0.756, -1.964)
C (-3.539, -4.892, 7.057)
H (-1.117, 1.118, -0.921)
H (1.208, 3.872, -7.326)
H (3.543, 5.627, -4.783)
O (0.570, 3.665, -4.461)
N (2.016, 0.827, -0.283)
C (0.461, 1.229, -2.403)
H (2.270, -2.489, 5.356)
S (0.874, -1.074, 4.045)
C (-2.139, 1.335, -2.813)
H (2.151, -0.267, 2.187)
H (-4.611, -5.012, 7.205)
C (2.904, 4.919, -4.253)
C (1.197, -0.781, 2.300)
C (2.028, 4.086, -6.642)
H (-1.167, -4.008, 5.749)
O (-3.511, -2.368, 7.893)
H (-1.031, -3.715, 7.510)
H (-3.012, -5.174, 7.969)
H (1.215, -1.729, 1.761)
H (2.571, 3.166, -6.425)
H (-3.406, 0.019, -1.685)
H (-4.238, 0.653, -3.199)
H (-0.996, -2.353, 6.365)
H (2.695, 4.821, -7.094)
H (0.401, -0.154, 1.904)
H (2.704, 5.293, -3.250)
H (2.138, 0.774, -3.687)
H (2.240, -3.011, 3.654)

=====

8.
Formula: C13H26Cl2CrNOP2
Source: the OMol25 dataset
Level of theory: wB97M-V/def2-TZVPD

## Properties
**Net charge**: +2
**Spin multiplicity**: 4
**Highest occupied orbital energy (spin up / spin down)**: -15.77 / -15.83 eV

Positions of all 46 atoms, in Å:
C (1.130, 0.235, -4.690)
H (-0.134, -2.329, -2.350)
H (-0.638, 2.172, 2.591)
C (-0.880, 1.394, 4.589)
H (-2.399, 2.747, -0.566)
C (-1.599, 3.198, 0.033)
H (1.339, -4.339, 0.916)
H (1.242, 2.135, -2.294)
H (-1.574, -3.274, 1.515)
H (-1.012, -4.494, 0.335)
H (0.909, 0.657, -6.771)
C (1.365, -0.103, -6.119)
H (2.465, -2.977, 0.532)
Cl (-2.245, -0.232, -0.720)
H (1.223, 3.176, 1.607)
C (0.549, -2.843, -1.664)
P (-0.047, 2.290, -0.254)
N (-0.554, 0.083, 2.606)
H (-1.443, 4.252, -0.240)
C (-0.960, 0.239, 5.357)
C (1.502, -3.253, 0.969)
O (1.961, 0.567, -3.871)
H (-0.972, 2.376, 5.051)
H (1.506, -2.939, 2.018)
C (-1.272, -3.435, 0.474)
H (1.566, -2.520, -1.910)
H (-0.442, -1.989, 2.851)
C (-0.684, 1.283, 3.213)
Cr (-0.409, -0.049, 0.490)
C (1.191, 3.351, 0.526)
P (0.181, -2.415, 0.058)
C (0.278, 2.565, -2.010)
H (-0.773, -1.914, 5.319)
H (0.928, 4.399, 0.329)
Cl (-0.583, 0.084, -4.217)
H (2.449, -0.113, -6.281)
H (-0.468, 2.037, -2.609)
H (0.467, -3.936, -1.796)
H (2.173, 3.105, 0.113)
C (-0.769, -0.993, 4.737)
H (-1.897, 3.136, 1.086)
C (-0.576, -1.032, 3.361)
H (-2.116, -3.145, -0.163)
H (0.243, 3.642, -2.232)
H (-1.170, 0.295, 6.422)
H (0.949, -1.093, -6.340)

=====

Please write out number 7 again, unchanged.
Formula: C13H26BrFN2O3S3
Source: the OMol25 dataset
Level of theory: wB97M-V/def2-TZVPD

## Properties
**Highest occupied orbital energy**: -8.36 eV

Positions of all 49 atoms, in Å:
S (1.336, 4.761, -5.123)
H (3.393, 3.946, -4.189)
C (2.293, -2.150, 4.321)
H (-3.215, -5.518, 6.225)
H (-1.867, 1.618, -3.846)
S (-3.210, -3.162, 6.670)
O (-0.350, -1.922, 4.136)
F (-2.859, -0.908, -3.383)
C (-1.422, -3.332, 6.565)
C (1.360, 1.086, -1.158)
N (1.641, -2.112, -2.702)
H (-0.979, -0.356, -1.892)
C (1.130, 0.344, -3.510)
H (0.509, 2.309, -2.662)
H (-2.562, 2.253, -2.340)
H (3.212, -1.591, 4.143)
Br (0.204, 0.391, -5.229)
C (-3.294, 0.279, -2.764)
C (1.310, -1.090, -3.029)
C (-0.962, 0.756, -1.964)
C (-3.539, -4.892, 7.057)
H (-1.117, 1.118, -0.921)
H (1.208, 3.872, -7.326)
H (3.543, 5.627, -4.783)
O (0.570, 3.665, -4.461)
N (2.016, 0.827, -0.283)
C (0.461, 1.229, -2.403)
H (2.270, -2.489, 5.356)
S (0.874, -1.074, 4.045)
C (-2.139, 1.335, -2.813)
H (2.151, -0.267, 2.187)
H (-4.611, -5.012, 7.205)
C (2.904, 4.919, -4.253)
C (1.197, -0.781, 2.300)
C (2.028, 4.086, -6.642)
H (-1.167, -4.008, 5.749)
O (-3.511, -2.368, 7.893)
H (-1.031, -3.715, 7.510)
H (-3.012, -5.174, 7.969)
H (1.215, -1.729, 1.761)
H (2.571, 3.166, -6.425)
H (-3.406, 0.019, -1.685)
H (-4.238, 0.653, -3.199)
H (-0.996, -2.353, 6.365)
H (2.695, 4.821, -7.094)
H (0.401, -0.154, 1.904)
H (2.704, 5.293, -3.250)
H (2.138, 0.774, -3.687)
H (2.240, -3.011, 3.654)